This record from the Open Molecules 2025 dataset describes the ion C4HBr4N2O2 with charge +1 in a non-equilibrium geometry. The level of theory is ωB97M-V with the def2-TZVPD basis set.

Results
LUMO (spin up / spin down)	-5.46 / -5.46	eV
SMILES string	O=[n+]1c(Br)c(Br)n(O)c(Br)c1Br
DFT total energy	-291396.772	eV

ORCA input file:
```
! wB97M-V def2-TZVPD RIJCOSX def2/J DEFGRID3
* xyz 1 1
C 2.04 0.66 0.06
C 0.49 -1.25 0.00
C 3.09 -0.21 0.07
C 1.60 -2.09 -0.04
N 0.76 0.10 0.04
N 2.89 -1.60 0.09
O 3.83 -2.41 0.18
O -0.33 0.91 -0.03
Br 1.98 2.49 0.03
Br -1.13 -2.00 0.02
Br 4.88 0.34 -0.05
Br 1.52 -3.95 -0.06
H -0.04 1.93 -0.19
*
```

This record from the Open Molecules 2025 dataset describes a structure of composition C48H43N8O3PRuS2. The level of theory is ωB97M-V with the def2-TZVPD basis set.

Results
energy relative to the best compared isomer or geometry (same formula, charge and spin)	37.4	kcal per mole
LUMO (spin up / spin down)	-2.00 / -4.30	eV
DFT total energy	-102071.252	eV

ORCA input file:
```
! wB97M-V def2-TZVPD RIJCOSX def2/J DEFGRID3
* xyz 1 6
Ru 0.91 -0.45 -0.29
N 1.97 0.11 2.02
C 2.91 1.18 1.95
C 4.10 1.16 2.66
C 4.99 2.22 2.56
C 4.71 3.30 1.73
C 3.54 3.30 0.98
C 2.64 2.25 1.09
P 1.22 2.03 -0.01
C 1.71 2.89 -1.54
C 2.40 2.19 -2.54
C 2.87 2.85 -3.66
C 2.66 4.22 -3.80
C 1.96 4.92 -2.83
C 1.49 4.26 -1.70
C -0.18 2.98 0.61
C -0.02 3.98 1.57
C -1.13 4.68 2.02
C -2.39 4.39 1.52
C -2.55 3.40 0.55
C -1.45 2.70 0.10
H 1.15 0.43 2.55
H 2.35 -0.66 2.55
H 4.32 0.31 3.31
H 5.91 2.20 3.13
H 5.41 4.12 1.65
H 3.35 4.12 0.30
H 2.56 1.13 -2.44
H 3.41 2.30 -4.43
H 3.03 4.74 -4.68
H 1.79 5.98 -2.94
H 0.93 4.81 -0.95
H 0.96 4.19 1.99
H -1.00 5.43 2.79
H -3.25 4.93 1.89
H -3.54 3.18 0.17
H -1.57 1.91 -0.64
N 0.24 -2.31 1.07
C 0.56 -3.64 0.65
C -0.47 -4.56 0.52
C -0.20 -5.86 0.14
C 1.11 -6.25 -0.11
C 2.13 -5.31 0.00
C 1.87 -4.00 0.38
C 2.97 -2.99 0.41
C 4.26 -3.37 0.79
C 5.33 -2.49 0.69
C 5.14 -1.22 0.18
C 3.85 -0.83 -0.20
C 2.77 -1.69 -0.05
H 0.81 -1.98 1.84
H -0.73 -2.23 1.37
H -1.49 -4.26 0.74
H -1.01 -6.58 0.05
H 1.34 -7.26 -0.41
H 3.15 -5.60 -0.23
H 4.42 -4.37 1.19
H 6.32 -2.81 0.99
H 5.97 -0.53 0.08
H 3.73 0.18 -0.59
C -2.63 -1.18 -0.86
C -1.89 -0.61 -2.02
N -0.60 -0.31 -2.06
C -0.33 0.17 -3.34
C -1.47 0.16 -4.06
N -2.45 -0.35 -3.23
C -3.85 -0.55 -3.63
N -4.32 -1.84 -3.25
N -5.32 -1.94 -2.32
N -5.52 -3.17 -2.06
C -4.63 -3.93 -2.81
C -4.44 -5.31 -2.88
C -3.46 -5.78 -3.72
C -2.67 -4.89 -4.49
C -2.84 -3.53 -4.44
C -3.85 -3.07 -3.58
H -2.10 -0.91 0.05
H -2.68 -2.27 -0.93
H -3.64 -0.80 -0.78
H 0.65 0.49 -3.64
H -1.67 0.45 -5.08
H -3.88 -0.43 -4.71
H -4.50 0.18 -3.17
H -5.06 -5.98 -2.29
H -3.28 -6.84 -3.81
H -1.90 -5.30 -5.14
H -2.25 -2.85 -5.04
O 0.56 1.98 6.03
S 0.03 2.65 4.88
O 0.57 3.92 4.50
N 0.06 1.60 3.59
C -1.14 1.16 3.29
S -1.44 -0.01 2.08
C -2.24 1.79 4.09
C -3.60 1.59 3.99
C -4.44 2.35 4.80
C -3.92 3.29 5.69
C -2.54 3.48 5.80
C -1.73 2.71 4.99
H -4.00 0.86 3.29
H -5.51 2.21 4.75
H -4.59 3.88 6.30
H -2.12 4.20 6.50
O 2.03 -1.27 -2.67
H 1.49 -2.02 -2.96
H 2.88 -1.65 -2.42
*
```

This record from the Open Molecules 2025 dataset describes a structure of composition C35H32BrCl3N6P2SSr in a non-equilibrium geometry. The level of theory is ωB97M-V with the def2-TZVPD basis set.

Results
LUMO	-0.08	eV
DFT total energy	-183607.269	eV

ORCA input file:
```
! wB97M-V def2-TZVPD RIJCOSX def2/J DEFGRID3
* xyz 0 1
Sr 0.03 -0.70 -1.21
C -4.14 0.08 -2.93
C -2.66 0.17 -2.85
N -1.94 -0.56 -2.13
N -2.40 -1.40 -1.20
C -1.70 -1.78 -0.17
N -2.21 -2.89 0.43
S 0.56 -2.70 -0.07
C -1.85 1.10 -3.69
C -2.41 1.80 -4.74
C -1.59 2.58 -5.54
C -0.24 2.62 -5.26
C 0.22 1.91 -4.16
N -0.56 1.20 -3.37
H -4.62 1.04 -2.72
H -4.49 -0.67 -2.22
H -4.43 -0.23 -3.93
H -3.19 -3.07 0.27
H -1.86 -3.13 1.34
H -3.47 1.71 -4.94
H -2.00 3.13 -6.38
H 0.44 3.19 -5.88
H 1.26 1.91 -3.90
C 0.08 0.01 3.65
N -0.03 -0.69 2.37
P 1.04 -1.04 1.02
C 2.29 -2.14 2.01
C 1.81 -3.06 2.95
C 2.60 -4.10 3.42
C 3.89 -4.27 2.93
C 4.37 -3.40 1.96
C 3.58 -2.35 1.50
C 2.28 0.34 0.74
C 2.84 0.67 1.99
C 3.75 1.71 2.11
C 4.16 2.42 0.99
C 3.65 2.07 -0.25
C 2.72 1.05 -0.37
P -1.01 -0.26 1.02
C -1.02 1.60 1.11
C -1.72 2.25 2.14
C -1.43 3.57 2.47
C -0.42 4.25 1.81
C 0.29 3.62 0.80
C -0.01 2.31 0.46
C -2.74 -0.49 1.85
C -3.87 -0.02 1.17
C -5.15 -0.38 1.57
C -5.33 -1.24 2.64
C -4.22 -1.72 3.32
C -2.94 -1.35 2.93
H 0.71 -0.55 4.34
H -0.90 0.12 4.11
H 0.50 1.02 3.54
H 0.78 -2.98 3.26
H 2.21 -4.79 4.15
H 4.50 -5.08 3.28
H 5.36 -3.56 1.54
H 3.95 -1.70 0.72
H 2.59 0.10 2.87
H 4.15 1.95 3.09
H 4.88 3.21 1.08
H 3.99 2.58 -1.14
H 2.36 0.85 -1.37
H -2.49 1.72 2.68
H -2.00 4.05 3.25
H -0.19 5.28 2.08
H 1.08 4.14 0.27
H 0.53 1.87 -0.36
H -3.74 0.62 0.31
H -6.01 0.01 1.04
H -6.33 -1.54 2.94
H -4.35 -2.41 4.15
H -2.08 -1.75 3.45
Br 0.16 -1.79 -4.09
Cl 4.61 0.07 -6.53
C 4.21 -1.19 -5.33
Cl 5.69 -1.94 -4.73
Cl 3.19 -2.39 -6.06
C 3.50 -0.56 -4.21
N 2.92 -0.05 -3.37
*
```

This record from the Open Molecules 2025 dataset describes a cluster of 5 separate species, H10O5 in total in a non-equilibrium geometry. The level of theory is ωB97M-V with the def2-TZVPD basis set.

Results
energy relative to the best compared isomer or geometry (same formula, charge and spin)	32.7	kcal per mole
LUMO	0.07	eV
SMILES string	O.O.O.O.O
DFT total energy	-10399.430	eV

ORCA input file:
```
! wB97M-V def2-TZVPD RIJCOSX def2/J DEFGRID3
* xyz 0 1
O 8.72 -10.63 -20.01
H 8.24 -10.96 -20.79
H 8.03 -10.39 -19.38
O 2.90 -9.90 -20.84
H 2.50 -9.58 -20.08
H 2.39 -9.66 -21.58
O 6.65 -10.53 -18.26
H 5.75 -10.74 -18.07
H 7.18 -11.23 -17.74
O 5.47 -11.79 -20.64
H 6.10 -11.82 -19.89
H 5.29 -10.87 -20.71
O 5.56 -9.10 -20.61
H 4.67 -9.25 -20.36
H 6.11 -9.33 -19.85
*
```

This record from the Open Molecules 2025 dataset describes a cluster of 3 separate species, CH8NO2 in total in a non-equilibrium geometry. The level of theory is ωB97M-V with the def2-TZVPD basis set.

Results
energy relative to the best compared isomer or geometry (same formula, charge and spin)	36.9	kcal per mole
LUMO	-5.77	eV
DFT total energy	-6743.726	eV

ORCA input file:
```
! wB97M-V def2-TZVPD RIJCOSX def2/J DEFGRID3
* xyz 1 1
C -1.07 -0.80 -0.49
N -0.71 0.41 -0.28
H -1.30 -0.94 -1.50
H -1.35 -1.66 0.15
H -0.77 0.86 0.61
H -0.26 0.80 -1.11
H -0.17 0.82 3.72
H -0.16 -0.44 2.60
O -0.50 0.51 2.88
H 1.58 -0.31 -2.61
H 2.79 0.55 -2.11
O 1.93 0.19 -1.86
*
```